1.
DFT (the ωB97M-V functional and the def2-TZVPD basis) results for an isolated ion of composition C6H11N2 and charge +1.

```
19
C6H11N2 | OMol25 | the ωB97M-V functional and the def2-TZVPD basis
C 2.30787 0.12130 0.39452
C 1.37955 -0.22500 -0.82509
N -0.02224 -0.33924 -0.34538
C -0.84898 -1.33522 -0.10340
C -2.17316 -0.82763 0.38077
N -2.97276 0.03810 -0.46406
C -1.96900 0.63450 0.30135
C -0.62891 0.91334 -0.35982
H 2.72096 -0.81633 0.79397
H 3.30036 0.67413 0.09428
H 1.76353 0.64782 1.18057
H 1.49528 0.46855 -1.55547
H 1.85737 -1.21944 -1.15176
H -0.43154 -2.34434 -0.22541
H -2.69037 -1.36005 1.18929
H -3.85557 0.13820 -0.05868
H -2.09324 1.25236 1.31074
H -0.83557 1.48955 -1.23436
H -0.03090 1.48688 0.27834
```

Computed properties:
highest occupied orbital energy	-14.25	eV
F_max	6.02	eV/Å
multiplicity	1
frontier orbital gap	9.426	eV
ΔE to the lowest compared entry with this formula, charge and spin	354.7	kJ/mol
SMILES	CC[N+]1=C[C@@H]2N[C@@H]2C1
E_LUMO	-4.82	eV
net charge	+1

Which charges does Mulliken predict for the atoms? In e, they are: C -0.923; C -0.543; N 0.128; C -0.166; C -0.158; N -0.541; C -0.047; C -0.653; H 0.326; H 0.302; H 0.333; H 0.377; H 0.301; H 0.441; H 0.453; H 0.288; H 0.348; H 0.364; H 0.370

2.
DFT (the ωB97M-V functional and the def2-TZVPD basis) results for C6H11N2 as an isolated structure.

```
19
C6H11N2 | OMol25 | the ωB97M-V functional and the def2-TZVPD basis
C -1.19222 1.03560 0.92605
C -0.07442 0.66045 1.79526
C -1.50608 -0.07018 -0.03520
C 1.55014 -0.76258 -1.25991
C 1.15676 0.53916 0.96310
C -0.26802 -0.84653 -0.35366
N 0.94021 -0.22433 -0.08589
N 0.23044 -1.13677 -1.74736
H -1.96930 1.29832 1.59517
H -0.90490 2.06007 0.44250
H -0.03776 1.35373 2.64864
H -0.24300 -0.36615 2.10032
H -2.36618 -0.58217 0.45734
H -1.87749 0.41733 -0.98211
H 2.05109 -0.17415 -1.98027
H 2.14101 -1.58504 -0.95803
H 2.23416 0.73796 1.17524
H 0.08184 -0.29415 -2.50179
H 0.05374 -2.06056 -2.19939
```

Computed properties:
highest occupied orbital energy	-11.83	eV
F_max	3.78	eV/Å
multiplicity	1
frontier orbital gap	8.189	eV
ΔE to the lowest compared entry with this formula, charge and spin	448.2	kJ/mol
E_LUMO	-3.65	eV
net charge	+1

Which charges does Mulliken predict for the atoms? In e, they are: C -0.680; C -0.676; C -0.155; C -0.550; C -0.143; C -0.643; N 0.220; N -0.089; H 0.399; H 0.222; H 0.362; H 0.360; H 0.298; H 0.201; H 0.384; H 0.321; H 0.406; H 0.422; H 0.339

3.
DFT (the ωB97M-V functional and the def2-TZVPD basis) results for an isolated ion of composition C6H11N2 and charge +1.

```
19
C6H11N2 | OMol25 | the ωB97M-V functional and the def2-TZVPD basis
C 0.61262 -2.81690 1.02372
C 1.58410 -1.92410 1.09515
C 1.89548 -0.83593 0.10025
C 0.73255 -0.41158 -0.79034
N -0.35935 0.09872 0.05329
C -1.08342 1.10257 -0.19786
N -1.80796 1.94963 -0.53799
C -2.39583 3.20429 -0.66203
H -0.08288 -2.88618 0.20228
H 0.50092 -3.56728 1.78780
H 2.25880 -1.94810 1.94059
H 2.69969 -1.18227 -0.55291
H 2.27557 0.03575 0.63880
H 1.05289 0.36289 -1.48743
H 0.35261 -1.26114 -1.36303
H -0.53818 -0.49780 0.86544
H -2.42273 3.47111 -1.71941
H -3.42294 3.13906 -0.29366
H -1.85194 3.96728 -0.10267
```

Computed properties:
highest occupied orbital energy	-13.58	eV
F_max	2.63	eV/Å
multiplicity	1
frontier orbital gap	10.279	eV
ΔE to the lowest compared entry with this formula, charge and spin	228.8	kJ/mol
SMILES	C=CCC[NH+]=C=NC
E_LUMO	-3.30	eV
net charge	+1

Which charges does Mulliken predict for the atoms? In e, they are: C -0.845; C -0.080; C -0.414; C -0.705; N -0.132; C 0.343; N 0.055; C -0.627; H 0.256; H 0.269; H 0.313; H 0.332; H 0.333; H 0.401; H 0.318; H 0.280; H 0.293; H 0.283; H 0.329

4.
DFT (the ωB97M-V functional and the def2-TZVPD basis) results for an isolated ion of composition C6H11N2 and charge +1.

```
19
C6H11N2 | OMol25 | the ωB97M-V functional and the def2-TZVPD basis
C -2.98102 -2.93103 -0.36255
C -2.21004 -2.02400 -0.13100
N -1.28810 -1.11707 -0.02695
C -0.78435 -0.14080 0.55358
N 0.47994 0.56759 0.10291
C 1.25622 -0.35976 -0.88592
C 1.34337 0.68759 1.28595
C 0.08803 1.84981 -0.53919
H -3.70582 -3.61406 -0.85249
H -1.11665 0.41469 1.40098
H 1.22015 -1.47433 -0.46256
H 0.70812 -0.41322 -1.95435
H 2.35812 -0.16358 -0.94822
H 2.43349 0.65901 1.04687
H 1.15386 1.59733 1.71299
H 1.19338 -0.09510 2.09865
H 0.80932 2.60857 -0.19626
H -0.07523 1.85167 -1.66720
H -0.88278 2.09668 -0.17521
```

Computed properties:
highest occupied orbital energy	-12.95	eV
F_max	4.37	eV/Å
multiplicity	1
frontier orbital gap	8.911	eV
ΔE to the lowest compared entry with this formula, charge and spin	531.3	kJ/mol
SMILES	C#C/N=C/[N+](C)(C)C
E_LUMO	-4.04	eV
net charge	+1

Which charges does Mulliken predict for the atoms? In e, they are: C -0.323; C 0.035; N -0.210; C -0.361; N 0.299; C -0.887; C -0.975; C -0.755; H 0.395; H 0.594; H 0.356; H 0.338; H 0.329; H 0.309; H 0.491; H 0.341; H 0.338; H 0.300; H 0.386

5.
DFT (the ωB97M-V functional and the def2-TZVPD basis) results for a 2-piece molecular cluster, C6H11N2O overall.

```
20
C6H11N2O | OMol25 | the ωB97M-V functional and the def2-TZVPD basis
C -2.23895 0.98777 -0.31402
C -0.93466 1.19692 -0.48442
C 3.96083 0.62784 0.18264
C 3.43504 -0.77302 0.10166
C -1.28959 -0.93978 -0.10897
C -3.76927 -0.88220 0.15322
N -2.46377 -0.33415 -0.00618
N -0.32340 -0.07262 -0.30962
O 2.31161 -0.92904 -0.32325
H -2.93185 1.79750 -0.43080
H -0.49378 2.14942 -0.71227
H 4.82651 0.65702 0.88454
H 3.26011 1.41726 0.37256
H 4.19065 0.91846 -0.76984
H 3.95075 -1.73095 0.20479
H -1.26851 -1.97880 -0.02687
H -4.60357 -0.03074 0.13335
H -3.86832 -1.48968 -0.63346
H -3.70940 -1.54147 1.03790
H 0.60083 -0.42929 -0.32914
```

Computed properties:
highest occupied orbital energy	-13.57	eV
F_max	4.09	eV/Å
multiplicity	1
frontier orbital gap	10.842	eV
ΔE to the lowest compared entry with this formula, charge and spin	150.6	kJ/mol
E_LUMO	-2.73	eV
net charge	+1

Which charges does Mulliken predict for the atoms? In e, they are: C -0.259; C -0.416; C -0.958; C 0.113; C -0.101; C -0.752; N 0.071; N 0.117; O -0.598; H 0.358; H 0.386; H 0.289; H 0.302; H 0.321; H 0.436; H 0.437; H 0.255; H 0.426; H 0.305; H 0.269

6.
DFT (the ωB97M-V functional and the def2-TZVPD basis) results for an isolated ion of composition C6H11N2O and charge +1.

```
20
C6H11N2O | OMol25 | the ωB97M-V functional and the def2-TZVPD basis
C 0.14886 -1.15702 1.45372
C -0.48056 -1.32876 0.26505
C 0.43013 0.72689 0.27779
C -1.37569 -2.41826 -0.28764
C -0.92021 -0.03916 -1.75828
C 1.74717 2.79642 0.51164
N -0.28514 -0.13252 -0.48706
N 0.77860 0.09724 1.43349
O 0.77564 1.92052 -0.11960
H 0.06231 -1.88741 2.18639
H -2.25236 -2.10228 -1.02645
H -0.63354 -3.01245 -0.98774
H -1.62932 -3.00456 0.58086
H -1.88557 -0.19081 -1.52982
H -0.66296 0.96860 -2.11479
H -0.58428 -0.67182 -2.48265
H 1.56433 3.68420 0.07632
H 2.62273 2.46770 0.16627
H 1.50692 2.76566 1.56554
H 1.07293 0.51783 2.27697
```

Computed properties:
highest occupied orbital energy (spin up / spin down)	-8.50 / -15.29	eV
F_max	9.44	eV/Å
multiplicity	3
frontier orbital gap (spin up / spin down)	5.762 / 9.196	eV
ΔE to the lowest compared entry with this formula, charge and spin	207.7	kJ/mol
E_LUMO (spin up / spin down)	-2.74 / -6.09	eV
net charge	+1

Which charges does Mulliken predict for the atoms? In e, they are: C -1.028; C 0.782; C 0.622; C -1.044; C -1.100; C -0.734; N 0.136; N -0.120; O -0.386; H 0.505; H 0.324; H 0.290; H 0.326; H 0.510; H 0.322; H 0.356; H 0.295; H 0.358; H 0.340; H 0.244

7.
DFT (the ωB97M-V functional and the def2-TZVPD basis) results for a 2-piece molecular cluster, C6H11N2O4S overall.

```
24
C6H11N2O4S | OMol25 | the ωB97M-V functional and the def2-TZVPD basis
C -1.39174 2.46968 2.42826
N -1.54281 2.07003 1.03479
C -2.52815 1.01154 0.81723
C -0.24031 1.82603 0.43416
O 0.26772 2.67919 -0.23078
C 0.45297 0.54834 0.84864
S 1.73544 -0.15181 -0.23816
O 1.59510 -1.58115 0.04011
O 1.38198 0.19254 -1.60177
O 2.96861 0.43054 0.25010
H -1.35379 1.61510 3.11845
H -0.47808 3.05235 2.53949
H -2.22477 3.10686 2.73564
H -2.96511 0.67774 1.76277
H -2.10199 0.14368 0.31551
H -3.34647 1.38353 0.19596
H 0.95995 0.78038 1.78936
H -0.23668 -0.26372 1.05726
C 1.72053 -3.08739 -2.52834
C 1.07709 -3.83225 -3.60092
N 0.57496 -4.42283 -4.44875
H 2.62735 -3.59425 -2.20315
H 1.97942 -2.07990 -2.85087
H 1.06881 -2.97423 -1.66499
```

Computed properties:
highest occupied orbital energy	-5.54	eV
F_max	0.36	eV/Å
multiplicity	1
frontier orbital gap	8.640	eV
ΔE to the lowest compared entry with this formula, charge and spin	0.0	kJ/mol
E_LUMO	3.10	eV
net charge	-1

Which charges does Mulliken predict for the atoms? In e, they are: C -1.044; N -0.066; C -0.866; C 0.319; O -0.499; C -0.784; S 1.336; O -0.723; O -0.703; O -0.737; H 0.361; H 0.391; H 0.330; H 0.343; H 0.341; H 0.253; H 0.291; H 0.466; C -0.619; C 0.328; N -0.440; H 0.280; H 0.216; H 0.229

8.
DFT (the ωB97M-V functional and the def2-TZVPD basis) results for an isolated ion of composition C6H11N2O5 and charge +1.

```
24
C6H11N2O5 | OMol25 | the ωB97M-V functional and the def2-TZVPD basis
C 1.13499 2.61586 0.71210
N 0.54497 1.32707 0.26303
C 1.50365 0.20601 0.25175
O 2.57735 0.45302 0.61822
C 0.98957 -1.05730 -0.31507
O 1.66811 -2.28030 0.03227
C -0.32224 -1.31841 0.43742
O -0.02862 -1.14863 1.82220
N -1.34730 -0.32245 0.02313
C -1.89731 -0.50338 -1.35983
O -2.48702 -0.41638 0.85465
C -0.79169 1.27512 0.22981
O -1.68453 2.08279 0.34715
H 2.03948 2.77519 0.02728
H 0.45443 3.46037 0.48045
H 1.21165 2.51105 1.80343
H 0.84780 -0.98547 -1.39724
H 2.49032 -2.14446 0.50549
H -0.62384 -2.36965 0.29296
H 0.20354 -1.96935 2.22843
H -2.40460 -1.42475 -1.49698
H -2.75032 0.09592 -1.63564
H -1.22976 -0.46813 -2.14664
H -3.09718 0.26274 0.63936
```

Computed properties:
highest occupied orbital energy	-15.16	eV
F_max	3.20	eV/Å
multiplicity	1
frontier orbital gap	11.662	eV
ΔE to the lowest compared entry with this formula, charge and spin	19.2	kJ/mol
SMILES	CN1C(=O)[C@@H](O)[C@@H](O)[N@@+](C)(O)C1=O
E_LUMO	-3.50	eV
net charge	+1

Which charges does Mulliken predict for the atoms? In e, they are: C -0.995; N -0.039; C 0.404; O -0.430; C 0.146; O -0.559; C -0.662; O -0.521; N 0.480; C -1.043; O -0.438; C 0.704; O -0.499; H 0.320; H 0.385; H 0.356; H 0.320; H 0.374; H 0.591; H 0.392; H 0.515; H 0.373; H 0.452; H 0.374

Q: What is the F_max in the third record?
A: 2.63 eV/Å

What did the eighth record say?
DFT (the ωB97M-V functional and the def2-TZVPD basis) results for an isolated ion of composition C6H11N2O5 and charge +1.

```
24
C6H11N2O5 | OMol25 | the ωB97M-V functional and the def2-TZVPD basis
C 1.13499 2.61586 0.71210
N 0.54497 1.32707 0.26303
C 1.50365 0.20601 0.25175
O 2.57735 0.45302 0.61822
C 0.98957 -1.05730 -0.31507
O 1.66811 -2.28030 0.03227
C -0.32224 -1.31841 0.43742
O -0.02862 -1.14863 1.82220
N -1.34730 -0.32245 0.02313
C -1.89731 -0.50338 -1.35983
O -2.48702 -0.41638 0.85465
C -0.79169 1.27512 0.22981
O -1.68453 2.08279 0.34715
H 2.03948 2.77519 0.02728
H 0.45443 3.46037 0.48045
H 1.21165 2.51105 1.80343
H 0.84780 -0.98547 -1.39724
H 2.49032 -2.14446 0.50549
H -0.62384 -2.36965 0.29296
H 0.20354 -1.96935 2.22843
H -2.40460 -1.42475 -1.49698
H -2.75032 0.09592 -1.63564
H -1.22976 -0.46813 -2.14664
H -3.09718 0.26274 0.63936
```

Computed properties:
highest occupied orbital energy	-15.16	eV
F_max	3.20	eV/Å
multiplicity	1
frontier orbital gap	11.662	eV
ΔE to the lowest compared entry with this formula, charge and spin	19.2	kJ/mol
SMILES	CN1C(=O)[C@@H](O)[C@@H](O)[N@@+](C)(O)C1=O
E_LUMO	-3.50	eV
net charge	+1

Which charges does Mulliken predict for the atoms? In e, they are: C -0.995; N -0.039; C 0.404; O -0.430; C 0.146; O -0.559; C -0.662; O -0.521; N 0.480; C -1.043; O -0.438; C 0.704; O -0.499; H 0.320; H 0.385; H 0.356; H 0.320; H 0.374; H 0.591; H 0.392; H 0.515; H 0.373; H 0.452; H 0.374